# C4H7ClOS

A 2-piece molecular cluster, C4H7ClOS overall (wB97M-V/def2-TZVPD, OMol25).

Structure (XYZ):
```
14
Properties=species:S:1:pos:R:3:forces:R:3
C 0.857932 -1.702247 0.020979 -0.666 0.459 -0.023
C 1.611627 -0.796731 -0.892199 2.222 1.192 0.866
C -0.535912 1.569581 0.726807 -0.301 3.040 -3.318
C -1.749026 -0.711249 0.121585 1.164 0.104 1.461
O 1.117207 -2.524329 0.809847 0.452 -0.337 0.116
S -1.677837 0.853757 -0.505342 0.308 1.549 -1.086
Cl -2.738983 -1.790434 -0.678410 -0.758 -0.941 -0.563
H 2.761245 -0.938865 -1.133643 -2.209 -0.183 0.826
H 1.073692 -0.742458 -1.798768 -0.590 0.099 -1.111
H 1.484592 0.223944 -0.409227 0.283 -1.108 -0.644
H 0.041364 0.782152 1.020905 1.409 -1.842 1.634
H -1.124224 2.139023 1.402312 -0.140 0.011 1.162
H 0.160465 2.332510 0.193596 -1.208 -1.314 0.709
H -1.803504 -0.675389 1.206941 0.035 -0.731 -0.028
```
Forces are in eV/Å.

The calculation puts the gap between HOMO and LUMO (alpha / beta) at 7.64 / 7.62 eV. For the calculated total energy, the calculation gives -1090.0866 a.u. The strongest force on any atom comes out at 0.0877 hartree/bohr. The value obtained for the HOMO energy (alpha / beta) is -7.435 / -7.253 eV. The value obtained for the LUMO energy (alpha / beta) is 0.208 / 0.370 eV.

Atom charges from the natural (NBO) analysis, given in e for atoms 1 to 5: number 1, C, carries 0.5799; number 2, C, carries -0.7742; number 3, C, carries -0.7329; number 4, C, carries -0.5390; number 5, O, carries -0.4840

***

# C6H15N3

The molecule C6H15N3 (wB97M-V/def2-TZVPD, OMol25).

Structure (XYZ):
```
24
Properties=species:S:1:pos:R:3:forces:R:3
H -1.346586 1.785595 1.381758 0.161 -0.038 -0.339
N -0.676426 1.034925 1.549518 -0.371 0.167 0.572
C -0.032106 0.655975 0.533628 0.063 0.146 -0.082
C -0.215236 1.205815 -0.852662 -0.162 -0.081 -0.070
C -1.087906 0.278895 -1.707922 -0.208 0.041 -0.149
C -2.422116 -0.038995 -1.041372 -0.016 0.054 -0.352
C 0.977254 -0.473815 0.757998 0.273 -0.343 0.335
C 2.389104 -0.015225 0.377508 -0.309 -0.028 0.017
N 0.610094 -1.584635 -0.112482 -0.101 0.053 -0.279
N 0.987044 -0.918345 2.147378 -0.496 -0.503 -0.201
H 0.749144 1.331325 -1.340892 0.087 0.092 -0.027
H -0.699726 2.185485 -0.776832 0.100 -0.037 0.013
H -1.274086 0.771845 -2.665952 0.062 -0.028 0.002
H -0.539796 -0.645065 -1.885412 -0.074 0.131 -0.151
H -3.080366 -0.567655 -1.738142 0.059 0.027 0.153
H -2.926296 0.881185 -0.734762 -0.063 -0.051 0.048
H -2.279156 -0.658535 -0.159112 -0.099 -0.040 0.100
H 3.107204 -0.726025 0.779378 0.080 -0.072 0.021
H 2.492444 0.014415 -0.703792 0.047 0.063 -0.046
H 2.597454 0.969735 0.789098 0.076 0.084 0.043
H -0.248976 -2.002725 0.229268 0.036 -0.069 0.005
H 1.325794 -2.296705 -0.054282 0.051 -0.095 0.133
H 0.028924 -0.863875 2.518798 0.679 0.131 -0.108
H 1.564314 -0.323585 2.709288 0.125 0.394 0.361
```
Forces are in eV/Å.

The calculation puts the gap between HOMO and LUMO at 10.20 eV. For the calculated total energy, the calculation gives -401.8791 a.u. The strongest force on any atom comes out at 0.0143 hartree/bohr. The value obtained for the HOMO energy is -9.152 eV. The value obtained for the LUMO energy is 1.047 eV. The structure (SMILES) is [H]/N=C(\CCC)C(C)(N)N.

Atom charges from the natural (NBO) analysis, given in e for atoms 1 to 5: number 1, H, carries 0.3383; number 2, N, carries -0.6577; number 3, C, carries 0.3385; number 4, C, carries -0.4808; number 5, C, carries -0.3973

***

# C6H14O2

A 3-piece molecular cluster, C6H14O2 overall (wB97M-V/def2-TZVPD, OMol25).

Structure (XYZ):
```
22
Properties=species:S:1:pos:R:3:forces:R:3
C 0.556795 -2.932465 0.192195 0.728 -0.168 0.122
C -0.629104 -2.485505 0.574634 -0.174 -0.012 -0.466
C -1.008691 -1.071856 0.715604 0.000 -0.383 0.224
C -0.522615 -0.009975 0.086586 -0.048 0.176 0.217
C -0.867404 1.390110 0.482681 1.080 1.232 0.483
C -0.508231 2.427247 -0.576236 -0.679 0.332 -0.772
H 0.837364 -3.975500 0.206866 -0.402 -0.223 -0.173
H 1.390910 -2.295616 -0.068772 -0.093 0.391 0.081
H -1.401752 -3.219170 0.796635 0.079 0.123 0.199
H -1.731890 -0.913525 1.509202 -0.152 0.186 -0.031
H 0.214733 -0.084807 -0.708730 -0.019 -0.278 0.005
H -1.889356 1.558394 0.759107 -0.866 -0.417 -0.078
H -0.352967 1.685878 1.417447 0.183 -0.400 -0.302
H 0.537399 2.462068 -0.900394 -0.120 -0.147 0.314
H -0.842903 3.441760 -0.337623 0.356 -0.094 0.496
H -1.113899 2.238960 -1.463793 0.143 -0.309 -0.323
O 4.012359 -0.311167 3.047925 -0.432 0.430 0.062
H 4.963018 -0.185669 3.101180 -0.028 -0.448 -0.089
H 3.794222 -1.227171 2.854920 0.449 0.020 0.022
O -1.841044 1.155567 -4.273750 -0.025 0.009 -0.328
H -2.414648 1.644506 -3.678500 0.102 -0.077 0.152
H -1.182297 0.707936 -3.737184 -0.081 0.059 0.185
```
Forces are in eV/Å.

The calculation puts the gap between HOMO and LUMO at 9.60 eV. For the calculated total energy, the calculation gives -387.4284 a.u. The strongest force on any atom comes out at 0.0332 hartree/bohr. The value obtained for the HOMO energy is -8.859 eV. The value obtained for the LUMO energy is 0.743 eV. The structure (SMILES) is C=C/C=C/CC.O.O.

Atom charges from the natural (NBO) analysis, given in e for atoms 1 to 5: number 1, C, carries -0.3760; number 2, C, carries -0.2118; number 3, C, carries -0.2251; number 4, C, carries -0.1573; number 5, C, carries -0.4472

***

# C37H35ClMnN2S2Si2

C37H35ClMnN2S2Si2 as an isolated structure (wB97M-V/def2-TZVPD, OMol25).

Structure (XYZ):
```
80
Properties=species:S:1:pos:R:3:forces:R:3
C -1.512305 -0.530689 4.977578 -0.652 -1.477 0.482
C -2.240138 -0.005501 3.851833 0.055 -0.365 0.175
C -2.161920 -0.963818 2.797294 -0.768 -0.436 -0.027
H -2.834007 0.906484 3.845883 0.305 -0.318 -0.085
C -1.378223 -2.064377 3.233837 -0.397 -0.156 0.519
C -0.972304 -1.814636 4.591723 -1.622 0.657 0.109
H -0.425785 -2.496864 5.227686 0.102 0.159 -0.100
H -1.411259 -0.068785 5.961935 0.038 -0.123 -0.455
H -2.698949 -0.917100 1.840990 0.585 0.035 0.570
H -1.202871 -2.989209 2.683716 0.081 0.461 0.045
Mn -0.172219 -0.260243 3.384045 0.901 0.741 -1.285
Si 0.451095 -0.017714 -2.984582 0.174 -0.310 -1.488
C 0.692486 1.512154 -3.972717 -0.396 0.600 -0.149
C 1.853855 1.805169 -4.708684 -0.229 0.337 -0.305
H 2.756204 1.208123 -4.554092 -0.266 0.099 -0.161
C 1.841036 2.834046 -5.662018 -0.214 -0.242 0.471
H 2.724744 3.025261 -6.272429 -0.229 0.004 0.183
C 0.682813 3.602405 -5.831489 0.271 -0.053 -0.104
H 0.668641 4.391973 -6.574918 0.016 -0.037 0.025
C -0.448048 3.368330 -5.056032 -0.271 -0.101 0.401
H -1.353124 3.979936 -5.171842 0.466 -0.223 -0.026
C -0.441806 2.331069 -4.120648 0.246 0.306 -0.390
H -1.323301 2.133538 -3.504383 0.208 0.068 -0.302
C 0.928487 -1.382575 -4.133532 0.157 -0.729 -0.823
C 0.264598 -1.368146 -5.378030 0.131 -0.571 -0.241
H -0.387046 -0.530147 -5.655316 0.252 -0.301 0.228
C 0.404937 -2.427597 -6.279058 0.258 -0.067 0.345
H -0.137612 -2.413584 -7.226212 0.155 -0.050 0.249
C 1.244719 -3.504636 -5.953881 -0.052 0.507 0.375
H 1.328686 -4.344432 -6.634746 0.092 0.058 0.037
C 1.968134 -3.489837 -4.752308 -0.141 -0.078 -0.274
H 2.654554 -4.314648 -4.537095 -0.252 0.287 0.000
C 1.806530 -2.439108 -3.842323 -0.257 0.098 -0.420
H 2.367182 -2.427446 -2.903849 -0.202 -0.084 -0.232
H -0.981898 -0.213517 -2.848354 -0.739 0.131 0.043
Si 0.402942 0.166243 -0.287623 -2.555 0.215 2.218
C -0.421141 -1.487529 -0.057000 0.458 0.521 -0.451
C -1.724970 -1.596330 -0.590943 -0.056 -0.776 -0.458
H -2.261907 -0.696460 -0.902736 0.126 -0.298 0.271
C -2.264002 -2.846011 -0.911119 0.045 0.334 0.367
H -3.262498 -2.902400 -1.366628 0.503 -0.042 0.216
C -1.521992 -4.010636 -0.654040 0.329 -0.206 0.377
H -1.967973 -4.998136 -0.846122 0.335 0.528 0.001
C -0.215395 -3.911039 -0.131247 -0.459 -0.050 0.027
H 0.370022 -4.822855 0.055430 -0.279 0.411 -0.185
C 0.337999 -2.654935 0.155285 -0.187 -0.444 -0.513
H 1.400525 -2.578128 0.416313 -0.406 0.007 0.093
C -0.809977 1.573719 -0.065026 1.296 -0.903 -0.089
C -2.186153 1.585250 0.246623 -1.083 0.401 -0.515
H -2.662916 0.766258 0.790728 0.241 0.257 -0.307
C -3.003073 2.631949 -0.218037 0.261 -0.424 0.401
H -4.083901 2.600150 -0.033021 0.439 0.017 0.010
C -2.455858 3.702963 -0.927922 -0.334 0.415 -0.223
H -3.093885 4.511891 -1.305612 0.211 -0.434 0.146
C -1.074121 3.761449 -1.133080 0.602 -0.530 0.704
H -0.619038 4.573447 -1.694980 -0.118 -0.022 0.165
C -0.258129 2.741494 -0.627522 -0.651 1.249 -0.871
H 0.813034 2.806809 -0.801415 -0.031 -0.047 -0.049
H 1.282957 0.129940 -1.471842 0.919 0.120 -0.319
Cl 2.097113 0.503838 0.857175 1.258 0.102 1.786
C -1.394101 3.202016 3.387546 -0.360 0.416 0.036
C -0.239497 2.760308 4.191888 1.402 -1.303 -0.027
N 0.369105 1.578501 4.068079 0.568 1.498 0.658
C 1.515377 1.485575 4.886127 -1.481 2.546 0.361
C 1.731209 2.615613 5.654463 -0.116 -1.105 -0.695
S 0.530242 3.821777 5.331949 0.370 -1.109 -0.335
C 2.199571 0.234454 4.888651 1.074 -2.451 0.151
C 3.281822 -0.177461 5.630603 -0.622 0.600 -0.449
S 3.647978 -1.841864 5.326642 -0.708 0.846 -0.275
C 2.302747 -1.942012 4.235665 -0.419 1.933 0.059
N 1.634823 -0.793134 4.098310 1.858 -0.418 0.792
C 1.980548 -3.201723 3.542154 0.089 -0.562 -0.063
H -2.322542 3.030011 3.949116 0.134 0.092 -0.211
H -1.282468 4.281646 3.237267 -0.265 -0.179 -0.165
H -1.450489 2.696056 2.414799 0.103 0.070 0.276
H 2.534197 2.706572 6.374941 -0.238 0.327 -0.067
H 3.827239 0.478459 6.307149 0.040 -0.534 -0.168
H 2.915688 -3.620987 3.152043 -0.268 -0.084 -0.025
H 1.570167 -3.914277 4.273191 0.031 0.073 -0.301
H 1.274833 -3.064388 2.715800 0.144 0.110 0.258
```
Forces are in eV/Å.

The calculation puts the gap between HOMO and LUMO (alpha / beta) at 2.61 / 7.35 eV. For the calculated total energy, the calculation gives -4526.8212 a.u. The strongest force on any atom comes out at 0.0659 hartree/bohr. The value obtained for the HOMO energy (alpha / beta) is -3.328 / -8.111 eV. The value obtained for the LUMO energy (alpha / beta) is -0.717 / -0.764 eV. Its multiplicity is 6.

Atom charges from the Mulliken analysis, given in e for atoms 1 to 5: number 1, C, carries -0.6553; number 2, C, carries -0.9743; number 3, C, carries -0.4277; number 4, H, carries 0.6418; number 5, C, carries -0.4682

***

Which value of strongest force on any atom does entry 1 give? 0.0877 hartree/bohr